No. 1
The following is a DFT calculation (wB97M-V/def2-TZVPD) of the ion C23H39BrF9N4O5P2S with charge +1.

The value obtained for the HOMO-LUMO gap is 5.88 eV. As for the SMILES: CCP(CC)[C@]1(S)O[C@@](CCN)(P(O)O)N(CC(=O)O)C(N(C[C@H](C)Br)C(F)(F)C(F)(F)C(F)(F)C(F)(F)F)=[N+]1CCC(C)C. The molar mass comes out at 796.5 g/mol. The LUMO energy is -4.77 eV. For the HOMO energy, the calculation gives -10.65 eV. As for the charge: +1. Its spin multiplicity is 1. The total energy is -164570.662 eV.

```
84
C23H39BrF9N4O5P2S (wB97M-V/def2-TZVPD)
C 1.564 4.499 3.673
C 1.481 3.938 2.137
P -0.009 2.738 1.821
C -1.261 3.167 3.186
C -2.630 2.268 3.208
C 0.599 0.883 1.949
S 0.373 0.612 3.836
O 2.035 0.730 1.741
C 2.415 0.084 0.474
C 3.974 0.659 0.238
C 4.824 -0.105 -0.912
N 4.075 -0.592 -2.121
P 2.755 -1.824 0.692
O 4.241 -2.166 1.471
O 2.411 -2.730 -0.726
N 1.500 0.387 -0.699
C 1.583 1.870 -1.106
C 2.495 2.192 -2.409
O 2.491 1.582 -3.597
O 3.467 3.334 -2.304
C 0.023 0.059 -0.372
N -0.954 -0.072 -1.385
C -2.441 -0.243 -1.001
C -3.345 1.110 -1.193
C -2.527 2.518 -1.274
Br -4.578 1.279 0.427
C -0.636 -0.020 -2.857
F 0.650 -0.721 -3.243
F -0.482 1.383 -3.404
C -1.671 -0.703 -3.917
F -2.983 -0.046 -4.088
F -0.991 -0.432 -5.250
C -1.872 -2.310 -3.859
F -3.316 -2.660 -3.575
F -1.075 -3.050 -2.861
C -1.580 -3.108 -5.302
F -1.999 -4.532 -5.004
F -2.468 -2.673 -6.404
F -0.143 -3.199 -5.644
N -0.239 -0.044 1.104
C -0.458 -1.395 1.672
C -0.728 -2.666 0.715
C -1.931 -3.581 1.433
C -1.497 -4.054 2.942
C -3.419 -2.902 1.325
H 1.323 3.629 4.427
H 2.670 4.839 3.877
H 0.866 5.444 3.811
H 2.500 3.487 1.777
H 1.255 4.886 1.448
H -0.821 3.195 4.286
H -1.612 4.289 2.977
H -2.681 1.767 4.291
H -3.619 2.854 2.987
H -2.448 1.354 2.466
H -0.900 0.074 4.089
H 4.514 0.410 1.276
H 4.025 1.827 0.162
H 5.638 0.672 -1.313
H 5.474 -1.028 -0.523
H 4.484 -0.143 -2.995
H 4.259 -1.626 -2.278
H 4.202 -3.141 1.769
H 2.386 -3.706 -0.451
H 0.443 2.216 -1.190
H 2.007 2.551 -0.220
H 4.345 3.053 -2.746
H -2.586 -0.516 0.152
H -2.934 -1.190 -1.536
H -4.094 1.085 -2.101
H -2.263 2.891 -2.357
H -1.621 2.446 -0.542
H -3.246 3.355 -0.819
H 0.426 -1.783 2.380
H -1.392 -1.316 2.413
H 0.219 -3.394 0.711
H -1.020 -2.504 -0.385
H -1.972 -4.576 0.775
H -1.919 -5.132 3.110
H -0.306 -4.095 3.016
H -1.901 -3.327 3.780
H -3.432 -1.780 1.732
H -4.154 -3.549 1.995
H -3.838 -2.975 0.212
```



No. 2
The following is a DFT calculation (wB97M-V/def2-TZVPD) of a structure of composition C23H39CdCl3N3O3SSi.

The value obtained for the HOMO-LUMO gap is 6.54 eV. The energy above the lowest of the compared OMol25 structures with the same formula, charge and spin is 0.6 kcal per mole. The molar mass comes out at 684.5 g/mol. The LUMO energy is 2.44 eV. For the HOMO energy, the calculation gives -4.10 eV. As for the charge: -1. Its spin multiplicity is 1. The total energy is -95946.559 eV.

```
74
C23H39CdCl3N3O3SSi (wB97M-V/def2-TZVPD)
C 1.910 0.867 2.555
C 0.586 1.219 3.081
H 2.646 1.674 2.641
H 1.838 0.565 1.492
H 2.313 -0.011 3.089
C 0.283 2.299 3.837
C 1.225 3.350 4.294
H -0.743 2.422 4.176
H 2.245 3.230 3.908
H 1.291 3.367 5.394
H 0.874 4.352 4.001
Cd -0.937 -0.747 -0.177
Cl -0.598 -2.714 1.040
Cl 1.290 -0.542 -0.899
H -2.658 -3.917 -4.389
H -0.530 -5.354 -3.904
C -2.008 -3.040 -4.282
C 0.007 -4.404 -3.815
N -0.888 -3.342 -3.396
H -2.574 -2.211 -3.857
C -0.695 -2.681 -2.289
O -1.470 -1.776 -1.936
H 0.799 -4.514 -3.063
H 0.184 -2.965 -1.695
H -1.638 -2.762 -5.278
H 0.468 -4.167 -4.779
H 0.886 2.817 0.577
H -1.102 3.949 1.650
C 0.400 2.911 -0.407
C -1.498 4.084 0.632
N -1.021 3.020 -0.223
H 0.633 2.017 -0.993
C -1.874 2.053 -0.633
O -1.537 1.076 -1.294
H -2.596 4.080 0.676
H -2.916 2.234 -0.358
H 0.772 3.812 -0.908
H -1.162 5.054 0.246
O -0.780 0.584 1.448
C -0.517 0.262 2.616
C -2.841 1.106 3.128
C -1.782 0.302 3.500
H -2.776 1.665 2.196
C -3.981 1.182 3.932
H -0.095 -0.772 2.753
C -1.859 -0.452 4.665
H -4.803 1.828 3.634
C -4.054 0.440 5.102
C -2.996 -0.383 5.463
H -1.023 -1.091 4.946
H -4.943 0.499 5.733
H -3.048 -0.977 6.375
Si 5.719 -0.616 -3.566
Cl 6.717 0.599 -2.202
C 4.682 0.493 -4.650
C 4.665 -1.802 -2.594
C 7.017 -1.519 -4.565
H 3.951 1.058 -4.055
H 4.126 -0.091 -5.397
H 5.305 1.221 -5.191
H 7.667 -0.815 -5.105
H 6.552 -2.182 -5.308
H 7.658 -2.135 -3.919
H 3.927 -1.268 -1.975
H 5.276 -2.424 -1.922
H 4.109 -2.479 -3.261
S -5.223 -1.491 1.585
C -5.305 -0.728 0.008
C -4.045 -0.509 -0.453
N -3.074 -0.921 0.417
C -3.488 -1.455 1.512
H -6.226 -0.498 -0.486
H -3.824 -0.060 -1.403
H -2.895 -1.874 2.323
```



No. 3
The following is a DFT calculation (wB97M-V/def2-TZVPD) of a structure of composition C23H39O2SiY.

The value obtained for the HOMO-LUMO gap is 6.91 eV. The energy above the lowest of the compared OMol25 structures with the same formula, charge and spin is 34.1 kcal per mole. The molar mass comes out at 464.6 g/mol. The LUMO energy is 0.03 eV. For the HOMO energy, the calculation gives -6.88 eV. Its spin multiplicity is 1. The total energy is -37497.506 eV.

```
66
C23H39O2SiY (wB97M-V/def2-TZVPD)
O -1.142 -1.481 -2.363
C -1.646 -0.568 -3.374
C -2.345 -1.723 -4.074
H -0.819 -0.183 -4.000
H -2.247 0.226 -2.926
C -1.405 -2.634 -3.206
H -2.273 -1.785 -5.156
H -3.382 -1.745 -3.705
C -0.071 -3.020 -3.857
H 0.453 -2.084 -4.164
H -0.145 -3.657 -4.746
H 0.547 -3.531 -3.114
C -2.076 -3.673 -2.324
H -2.974 -3.225 -1.894
H -1.373 -3.963 -1.507
H -2.291 -4.587 -2.872
Y 0.441 0.121 0.388
C -2.369 -0.325 1.430
C -2.083 1.026 1.748
C -2.097 1.796 0.545
H -1.927 1.393 2.755
C -2.519 0.930 -0.503
C -2.641 -0.388 0.031
H -2.961 -1.281 -0.499
H -2.417 -1.131 2.162
H -1.874 2.864 0.460
H -2.840 1.269 -1.488
C 0.410 -1.762 2.018
C -0.152 -2.472 0.924
C 0.841 -2.584 -0.087
H -1.165 -2.874 0.883
C 2.002 -1.870 0.343
C 1.759 -1.386 1.671
H 2.439 -0.773 2.265
H -0.104 -1.544 2.947
H 0.771 -3.215 -0.973
H 2.928 -1.741 -0.224
O 1.697 0.509 -1.271
C 1.811 0.396 -2.764
C 2.545 1.631 -3.260
H 0.767 0.398 -3.106
H 2.299 -0.545 -2.999
C 2.651 2.591 -2.091
H 1.958 2.081 -4.063
H 3.540 1.366 -3.637
C 1.984 1.906 -0.901
H 2.081 3.513 -2.235
H 3.686 2.843 -1.822
H 1.014 2.394 -0.706
H 2.582 1.885 0.034
C 0.100 0.190 4.704
Si 0.524 1.797 3.808
C -0.988 2.894 4.149
C 1.931 2.588 4.775
C 0.963 1.676 2.017
H 0.257 0.336 5.786
H 0.739 -0.651 4.407
H -0.948 -0.103 4.567
H -0.681 3.761 4.747
H -1.475 3.285 3.249
H -1.744 2.348 4.729
H 2.846 1.987 4.716
H 2.148 3.594 4.391
H 1.641 2.680 5.826
H 0.742 2.649 1.516
H 2.077 1.583 1.918
```



Number 1: strongest force on any atom 0.170 hartree/bohr. Number 2: strongest force on any atom 0.130 hartree/bohr. Number 3: strongest force on any atom 0.113 hartree/bohr.